The following is a DFT calculation (ωB97M-V with the def2-TZVPD basis set) of C45H121F3MnN11O14S as an isolated structure.

Each line ends with the Löwdin spin population.
Geometry (Å):
Mn  2.94  1.17  2.07  4.717
C  -0.91  -0.56  0.15  0.002
F  -1.54  -1.62  -0.32  0.001
F  -1.18  0.50  -0.62  0.000
F  -1.34  -0.30  1.39  0.000
S  0.90  -0.86  0.17  0.009
O  1.48  0.33  0.83  0.046
O  1.10  -2.02  1.01  0.002
O  1.30  -0.98  -1.20  0.003
C  4.15  4.66  -2.99  0.000
C  2.68  4.94  -3.28  0.000
C  1.89  5.09  -2.01  0.000
O  1.76  3.88  -1.25  0.000
C  1.20  2.80  -1.99  0.000
N  2.58  6.19  -4.02  0.000
H  4.27  3.64  -2.60  0.000
H  4.59  5.38  -2.31  0.000
H  4.69  4.69  -3.94  0.000
H  2.33  4.06  -3.84  0.000
H  0.88  5.47  -2.24  0.000
H  2.36  5.79  -1.32  0.000
H  1.96  2.20  -2.52  0.000
H  0.44  3.11  -2.71  0.000
H  0.71  2.10  -1.31  0.000
H  1.62  6.51  -4.11  0.000
H  2.90  6.05  -4.98  0.000
C  4.86  -2.77  2.00  0.002
C  4.53  -1.30  1.88  0.007
C  4.55  -0.76  0.47  0.005
O  4.24  0.64  0.50  0.052
C  4.27  1.27  -0.79  0.006
N  3.26  -0.93  2.61  0.031
H  4.00  -3.41  1.76  0.000
H  5.16  -2.97  3.03  0.000
H  5.70  -3.08  1.38  0.000
H  5.33  -0.79  2.44  0.001
H  3.78  -1.30  -0.11  0.000
H  5.51  -0.93  -0.01  0.001
H  5.14  0.92  -1.35  0.001
H  4.41  2.34  -0.62  0.001
H  3.33  1.08  -1.30  0.000
H  2.52  -1.50  2.17  0.002
H  3.39  -1.40  3.52  0.004
C  -1.32  -2.91  2.85  0.000
C  -2.43  -2.62  3.84  0.000
C  -3.22  -1.37  3.53  0.000
O  -4.27  -1.14  4.43  0.000
C  -3.83  -0.65  5.68  0.000
N  -3.25  -3.81  4.08  0.000
H  -0.62  -2.07  2.78  0.000
H  -1.67  -3.12  1.83  0.000
H  -0.79  -3.80  3.17  0.000
H  -1.91  -2.47  4.80  0.000
H  -3.71  -1.51  2.56  0.000
H  -2.56  -0.49  3.40  0.000
H  -3.03  0.09  5.60  0.000
H  -3.53  -1.47  6.34  0.000
H  -4.69  -0.18  6.17  0.000
H  -3.75  -4.09  3.24  0.000
H  -4.00  -3.57  4.73  0.000
C  -4.03  1.89  2.34  0.000
C  -4.02  3.30  1.76  0.000
C  -5.18  3.46  0.78  0.000
O  -6.37  3.50  1.54  0.000
C  -7.50  3.81  0.78  0.000
N  -4.03  4.23  2.90  0.000
H  -3.19  1.77  3.04  0.000
H  -3.99  1.09  1.60  0.000
H  -4.91  1.71  2.97  0.000
H  -3.09  3.36  1.19  0.000
H  -5.13  2.64  0.06  0.000
H  -5.09  4.45  0.31  0.000
H  -7.35  4.69  0.16  0.000
H  -8.32  4.03  1.47  0.000
H  -7.82  2.97  0.15  0.000
H  -4.22  5.17  2.54  0.000
H  -4.91  4.04  3.38  0.000
C  -0.96  3.67  -5.44  0.000
C  -0.81  2.42  -6.31  0.000
C  -0.19  1.28  -5.56  0.000
O  -1.10  0.80  -4.57  0.000
C  -0.66  -0.40  -3.98  0.000
N  -2.15  2.12  -6.87  0.000
H  0.01  4.00  -5.05  0.000
H  -1.68  3.49  -4.65  0.000
H  -1.40  4.45  -6.05  0.000
H  -0.13  2.65  -7.13  0.000
H  0.75  1.59  -5.07  0.000
H  0.05  0.45  -6.24  0.000
H  0.35  -0.37  -3.56  0.000
H  -0.67  -1.21  -4.72  0.000
H  -1.33  -0.66  -3.16  0.000
H  -2.02  1.70  -7.78  0.000
H  -2.57  1.36  -6.32  0.000
C  -6.36  3.86  -2.99  0.000
C  -5.28  4.66  -3.71  0.000
C  -4.03  4.79  -2.87  0.000
O  -3.62  3.54  -2.33  0.000
C  -2.41  3.61  -1.67  0.000
N  -5.07  3.99  -5.03  0.000
H  -7.32  4.08  -3.44  0.000
H  -6.41  4.10  -1.92  0.000
H  -6.17  2.79  -3.01  0.000
H  -5.64  5.66  -3.95  0.000
H  -4.23  5.46  -2.02  0.000
H  -3.19  5.18  -3.46  0.000
H  -1.61  4.07  -2.27  0.000
H  -2.08  2.62  -1.38  0.000
H  -2.49  4.23  -0.76  0.000
H  -4.58  3.10  -4.89  0.000
H  -4.40  4.54  -5.57  0.000
C  -4.37  -1.24  -4.27  0.000
C  -4.73  0.00  -3.49  0.000
C  -4.44  -0.15  -2.02  0.000
O  -5.26  -1.16  -1.45  0.000
C  -5.37  -1.05  -0.05  0.000
N  -4.01  1.14  -4.04  0.000
H  -4.55  -1.08  -5.33  0.000
H  -4.90  -2.14  -3.94  0.000
H  -3.31  -1.51  -4.13  0.000
H  -5.80  0.18  -3.63  0.000
H  -4.57  0.81  -1.50  0.000
H  -3.39  -0.45  -1.85  0.000
H  -5.97  -1.90  0.27  0.000
H  -5.83  -0.10  0.26  0.000
H  -4.38  -1.14  0.43  0.000
H  -3.00  1.02  -4.09  0.000
H  -4.15  1.95  -3.45  0.000
C  -0.29  3.19  1.55  0.000
C  0.96  3.53  2.32  0.005
C  1.04  2.88  3.69  0.005
O  1.42  1.51  3.57  0.049
C  0.85  0.66  4.57  0.005
N  2.21  3.19  1.53  0.031
H  -1.14  3.69  2.02  0.000
H  -0.48  2.13  1.51  0.000
H  -0.23  3.59  0.54  0.000
H  0.99  4.62  2.48  0.001
H  0.08  3.02  4.19  0.001
H  1.79  3.40  4.30  0.000
H  1.13  -0.37  4.36  0.000
H  -0.24  0.71  4.52  0.001
H  1.19  0.92  5.58  0.001
H  2.10  3.54  0.57  0.002
H  2.89  3.85  1.91  0.006
C  1.85  -4.11  4.34  0.000
C  1.90  -3.14  5.49  0.000
C  1.83  -3.90  6.80  0.000
O  1.85  -3.01  7.88  0.000
C  2.44  -3.57  9.05  0.000
N  3.15  -2.35  5.40  0.000
H  1.89  -3.61  3.36  0.000
H  0.97  -4.76  4.27  0.000
H  2.73  -4.76  4.33  0.000
H  1.07  -2.43  5.43  0.000
H  2.66  -4.62  6.86  0.000
H  0.94  -4.56  6.83  0.000
H  3.48  -3.86  8.89  0.000
H  1.90  -4.48  9.34  0.000
H  2.36  -2.82  9.83  0.000
H  3.26  -1.89  6.30  0.000
H  3.92  -3.01  5.30  0.000
C  3.77  -6.79  1.73  0.000
C  3.18  -7.66  0.63  0.000
C  2.37  -6.87  -0.39  0.000
O  1.19  -6.34  0.17  0.000
C  1.23  -4.95  0.39  0.000
N  4.28  -8.45  0.00  0.000
H  4.24  -5.88  1.35  0.000
H  4.52  -7.34  2.30  0.000
H  3.00  -6.54  2.47  0.000
H  2.52  -8.39  1.12  0.000
H  2.05  -7.52  -1.21  0.000
H  3.05  -6.10  -0.79  0.000
H  1.55  -4.40  -0.49  0.000
H  1.92  -4.72  1.21  0.000
H  0.22  -4.64  0.67  0.000
H  4.99  -7.78  -0.29  0.000
H  3.96  -8.83  -0.89  0.000
C  4.20  -3.44  -2.04  0.000
C  4.35  -2.15  -2.85  0.000
C  5.40  -2.28  -3.91  0.000
O  6.65  -2.69  -3.39  0.000
C  7.42  -1.62  -2.91  0.000
N  3.09  -1.75  -3.49  0.000
H  3.79  -4.21  -2.70  0.000
H  3.59  -3.30  -1.15  0.000
H  5.18  -3.81  -1.70  0.000
H  4.57  -1.31  -2.18  0.000
H  5.52  -1.31  -4.42  0.000
H  5.11  -3.00  -4.68  0.000
H  7.68  -0.89  -3.69  0.000
H  8.36  -2.04  -2.53  0.000
H  6.92  -1.07  -2.10  0.000
H  2.39  -1.62  -2.76  0.000
H  2.70  -2.52  -4.04  0.000

Results
Total energy, Eh: -5291.3470
Net charge: +1
Spin multiplicity: 6
Orbital gap (alpha / beta), eV: 7.6 / 7.1

***

The following is a DFT calculation (ωB97M-V with the def2-TZVPD basis set) of C45H122Cl2N11O14Ti2 as an isolated structure.

Each line ends with the Löwdin spin population.
Geometry (Å):
Ti  1.14  2.32  1.78  2.577
Ti  1.27  -1.11  2.90  2.622
Cl  0.19  0.09  0.57  0.166
Cl  2.78  1.07  3.86  0.078
O  0.76  6.34  3.00  0.002
C  0.96  5.08  2.71  0.010
O  -0.04  4.40  2.31  0.049
O  2.04  4.58  3.02  0.010
H  -0.19  6.24  2.84  0.000
C  -3.65  1.34  -0.08  0.004
C  -3.86  0.40  1.14  0.001
C  -3.67  -1.09  0.72  0.000
O  -4.16  -1.96  1.77  0.000
C  -4.06  -3.32  1.38  0.001
N  -2.87  0.73  2.14  0.007
H  -3.72  2.37  0.26  0.001
H  -4.42  1.17  -0.83  0.000
H  -2.69  1.18  -0.59  0.002
H  -4.89  0.60  1.43  0.000
H  -2.64  -1.36  0.47  0.000
H  -4.18  -1.34  -0.21  0.000
H  -3.09  -3.59  0.97  0.000
H  -4.80  -3.69  0.68  0.000
H  -4.20  -3.91  2.29  0.000
H  -2.77  0.07  2.89  0.001
H  -2.02  0.50  1.65  0.008
C  -3.56  -4.13  -5.01  0.000
C  -2.02  -4.18  -4.89  0.000
C  -1.36  -3.54  -3.70  0.000
O  -1.59  -2.14  -3.74  0.000
C  -1.21  -1.40  -2.61  0.001
N  -1.67  -5.60  -4.93  0.000
H  -3.84  -4.77  -5.85  0.000
H  -3.90  -3.11  -5.20  0.000
H  -4.08  -4.42  -4.10  0.000
H  -1.58  -3.77  -5.79  0.000
H  -0.29  -3.77  -3.68  0.000
H  -1.83  -3.88  -2.78  0.000
H  -0.13  -1.42  -2.47  0.001
H  -1.56  -1.79  -1.66  0.000
H  -1.26  -0.32  -2.78  0.000
H  -2.18  -6.00  -4.15  0.000
H  -2.15  -6.04  -5.70  0.000
C  -0.20  -3.65  0.08  0.016
C  0.23  -5.10  0.14  0.001
C  0.14  -5.91  -1.22  0.000
O  0.51  -7.25  -0.92  0.000
C  0.46  -8.12  -2.03  0.000
N  1.65  -5.05  0.47  0.001
H  0.38  -3.12  -0.68  0.001
H  -0.15  -3.18  1.06  0.016
H  -1.26  -3.59  -0.16  0.000
H  -0.29  -5.67  0.91  0.000
H  0.64  -5.51  -2.10  0.000
H  -0.91  -5.82  -1.49  0.000
H  1.23  -7.89  -2.77  0.000
H  -0.51  -8.14  -2.53  0.000
H  0.66  -9.15  -1.72  0.000
H  2.06  -4.43  -0.22  0.000
H  2.02  -5.95  0.20  0.000
C  2.99  -2.76  4.78  0.010
C  2.29  -3.76  3.80  0.009
C  0.75  -4.08  3.95  0.007
O  0.00  -2.85  3.82  0.051
C  -1.40  -2.90  3.95  0.013
N  2.53  -3.14  2.52  0.047
H  4.06  -2.68  4.63  0.002
H  2.97  -3.07  5.83  0.001
H  2.61  -1.74  4.79  0.007
H  2.88  -4.67  3.88  0.003
H  0.60  -4.59  4.90  0.001
H  0.50  -4.72  3.11  0.001
H  -1.78  -3.27  4.91  0.000
H  -1.76  -3.71  3.30  0.001
H  -1.86  -1.96  3.68  0.005
H  3.52  -3.13  2.33  0.011
H  2.23  -3.73  1.75  0.008
C  3.71  0.81  -0.09  0.018
C  3.87  2.25  0.31  0.016
C  4.99  2.93  -0.48  0.003
O  6.27  2.43  0.00  0.001
C  7.30  3.12  -0.64  0.000
N  2.59  2.86  -0.06  0.047
H  3.27  0.77  -1.09  0.001
H  2.98  0.32  0.55  0.020
H  4.67  0.30  -0.18  0.001
H  4.01  2.38  1.38  0.005
H  4.85  4.01  -0.50  0.000
H  4.96  2.63  -1.53  0.001
H  7.23  2.96  -1.72  0.000
H  8.27  2.80  -0.28  0.000
H  7.09  4.18  -0.50  0.000
H  2.76  3.82  -0.35  0.004
H  2.13  2.51  -0.89  0.008
C  1.03  2.86  -4.85  0.000
C  0.88  1.76  -3.83  0.001
C  2.02  0.70  -3.91  0.000
O  2.03  -0.04  -5.08  0.000
C  1.23  -1.22  -5.13  0.000
N  0.84  2.43  -2.53  0.005
H  0.67  2.57  -5.84  0.000
H  2.07  3.19  -4.94  0.000
H  0.46  3.76  -4.65  0.000
H  -0.03  1.23  -4.10  0.000
H  2.09  0.00  -3.07  0.000
H  2.98  1.22  -3.93  0.000
H  1.42  -1.91  -5.95  0.000
H  0.21  -0.86  -5.31  0.000
H  1.25  -1.80  -4.20  0.000
H  0.56  1.65  -1.95  0.004
H  -0.06  2.90  -2.50  0.001
C  -2.52  5.24  -4.03  0.000
C  -2.80  3.84  -3.41  0.000
C  -2.83  2.73  -4.47  0.000
O  -3.39  1.59  -3.78  0.000
C  -3.38  0.37  -4.57  0.000
N  -1.76  3.50  -2.44  0.002
H  -1.46  5.37  -4.25  0.000
H  -2.75  5.94  -3.22  0.000
H  -3.09  5.49  -4.92  0.000
H  -3.75  3.94  -2.88  0.000
H  -1.81  2.51  -4.78  0.000
H  -3.48  2.98  -5.31  0.000
H  -3.97  -0.39  -4.07  0.000
H  -2.40  -0.06  -4.79  0.000
H  -3.81  0.62  -5.54  0.000
H  -1.63  4.28  -1.81  0.001
H  -2.05  2.68  -1.93  0.002
C  -0.53  7.67  -1.03  0.000
C  0.39  6.46  -1.45  0.001
C  1.92  6.58  -1.01  0.000
O  2.60  5.39  -1.26  0.001
C  2.86  5.09  -2.66  0.000
N  -0.15  5.23  -0.84  0.009
H  0.04  8.60  -1.08  0.000
H  -0.94  7.68  -0.02  0.000
H  -1.37  7.74  -1.72  0.000
H  0.36  6.40  -2.54  0.000
H  2.04  6.83  0.05  0.000
H  2.37  7.47  -1.46  0.000
H  3.35  5.96  -3.10  0.000
H  1.96  4.94  -3.26  0.000
H  3.54  4.24  -2.79  0.000
H  -0.04  5.29  0.16  0.004
H  0.55  4.55  -1.12  0.007
C  4.68  -6.68  -2.42  0.000
C  3.72  -5.79  -3.30  0.000
C  3.73  -4.24  -2.96  0.000
O  3.05  -4.00  -1.71  0.001
C  3.17  -2.64  -1.43  0.004
N  3.93  -5.99  -4.75  0.000
H  4.41  -6.68  -1.36  0.000
H  5.72  -6.35  -2.35  0.000
H  4.62  -7.73  -2.69  0.000
H  2.71  -6.12  -3.05  0.000
H  3.26  -3.73  -3.79  0.000
H  4.79  -3.96  -2.92  0.000
H  2.88  -2.46  -0.39  0.006
H  2.51  -2.05  -2.06  0.000
H  4.19  -2.26  -1.56  0.000
H  2.96  -5.79  -4.97  0.000
H  4.01  -6.97  -4.99  0.000
C  -2.20  4.51  5.33  0.000
C  -2.98  3.50  4.52  0.002
C  -3.83  4.13  3.36  0.000
O  -4.71  5.09  3.83  0.000
C  -5.88  4.76  4.64  0.000
N  -1.96  2.57  3.94  0.011
H  -2.83  5.12  5.98  0.000
H  -1.70  5.19  4.65  0.000
H  -1.39  4.06  5.90  0.000
H  -3.67  2.92  5.12  0.000
H  -4.48  3.46  2.80  0.000
H  -3.16  4.61  2.65  0.000
H  -6.58  5.59  4.71  0.000
H  -5.60  4.37  5.62  0.000
H  -6.44  4.00  4.10  0.000
H  -2.49  1.95  3.35  0.002
H  -1.30  3.03  3.33  0.015
C  0.58  -0.98  6.87  0.004
C  -0.63  -0.39  6.32  0.002
C  -1.33  0.73  7.14  0.000
O  -1.56  0.36  8.48  0.000
C  -2.43  -0.75  8.55  0.000
N  -0.47  0.16  4.98  0.024
H  0.38  -1.39  7.86  0.000
H  1.38  -0.24  6.89  0.001
H  0.86  -1.80  6.21  0.002
H  -1.30  -1.24  6.20  0.000
H  -2.29  1.07  6.75  0.000
H  -0.79  1.67  7.23  0.000
H  -2.91  -0.79  9.53  0.000
H  -2.08  -1.72  8.20  0.000
H  -3.36  -0.60  8.00  0.000
H  -1.08  0.96  4.90  0.002
H  0.40  0.67  4.96  0.004

Results
Total energy, Eh: -6062.5182
Net charge: -1
Spin multiplicity: 7
Orbital gap (alpha / beta), eV: 2.4 / 7.5

***

Largest force on an atom in eV Å⁻¹, matching the order above: 1.7; 4.7